Here is a cluster of 15 separate species, C15H60O15 in total in a non-equilibrium geometry from the Open Molecules 2025 dataset. Energies are from ωB97M-V/def2-TZVPD.

The geometry in XYZ format:
```
90
C15H60O15, DFT ωB97M-V/def2-TZVPD
C 1.613 -3.164 4.402
O 0.380 -3.829 4.546
H 1.502 -2.081 4.450
H 2.263 -3.497 5.211
H 2.136 -3.443 3.487
H -0.095 -3.641 3.733
C -0.978 4.406 3.001
O -2.235 4.275 2.373
H -0.717 3.556 3.632
H -0.170 4.419 2.270
H -0.849 5.350 3.530
H -2.196 3.505 1.801
C 0.176 1.739 -3.503
O -0.548 2.942 -3.667
H -0.521 0.928 -3.291
H 0.794 1.463 -4.357
H 0.782 1.727 -2.597
H -0.732 3.147 -4.587
C 2.915 -0.977 -3.263
O 2.471 -0.637 -4.584
H 2.539 -1.950 -2.946
H 3.997 -0.889 -3.161
H 2.517 -0.300 -2.507
H 2.446 -1.411 -5.151
C 0.344 4.856 -1.026
O 1.648 5.393 -0.871
H -0.459 5.427 -0.559
H 0.029 4.828 -2.069
H 0.259 3.842 -0.636
H 2.266 4.665 -0.963
C -2.611 2.298 -0.883
O -2.229 2.252 0.427
H -3.536 2.842 -1.076
H -1.778 2.704 -1.457
H -2.733 1.311 -1.328
H -1.530 1.603 0.540
C -4.092 -0.808 -3.675
O -5.022 0.253 -3.459
H -4.523 -1.802 -3.553
H -3.812 -0.810 -4.729
H -3.197 -0.626 -3.080
H -5.411 0.100 -2.595
C -2.449 0.088 3.188
O -3.648 0.630 3.732
H -2.248 -0.841 3.721
H -2.596 -0.081 2.121
H -1.588 0.757 3.219
H -3.391 1.102 4.528
C 3.630 -2.079 0.957
O 3.857 -1.377 2.112
H 3.034 -2.977 1.120
H 3.070 -1.455 0.261
H 4.538 -2.381 0.435
H 4.371 -1.945 2.690
C -0.223 -0.486 -0.145
O -0.141 0.693 0.573
H -0.536 -1.301 0.507
H -0.955 -0.358 -0.942
H 0.751 -0.725 -0.571
H 0.562 0.628 1.224
C 2.864 2.587 0.418
O 3.466 3.530 -0.435
H 2.180 3.075 1.113
H 2.295 1.796 -0.072
H 3.626 2.068 0.999
H 3.882 3.097 -1.184
C -2.691 -3.232 2.046
O -1.329 -3.406 2.172
H -3.100 -4.231 1.895
H -3.060 -2.853 2.999
H -2.967 -2.540 1.250
H -1.059 -3.492 1.255
C 0.510 -4.570 -1.065
O -0.639 -3.812 -0.611
H 1.293 -4.017 -1.584
H 0.904 -5.156 -0.235
H 0.237 -5.330 -1.797
H -0.988 -3.367 -1.386
C -0.638 -2.098 -3.895
O -1.488 -2.706 -2.981
H -0.046 -1.325 -3.406
H 0.072 -2.813 -4.314
H -1.188 -1.643 -4.719
H -2.056 -3.346 -3.416
C 2.059 1.291 3.593
O 1.805 0.359 2.561
H 1.424 2.178 3.588
H 1.864 0.752 4.520
H 3.099 1.616 3.605
H 2.531 -0.269 2.525
```

Summary:
highest occupied orbital energy: -9.1 eV
Kohn-Sham gap: 9.0274 eV
E: -1735.8150 Eh
2S+1: 1
ΔE to the lowest compared entry with this formula, charge and spin: 170.5 kcal per mole